ORCA calculation (ωB97M-V/def2-TZVPD) on an isolated molecule of H3N3O2.

```
8
Properties=species:S:1:pos:R:3:forces:R:3
O 1.9534 0.3580 -0.0762 -0.353 -0.800 0.020
O 0.3187 -1.8091 0.1202 -1.557 4.677 -0.415
N 0.6456 0.7519 -0.1125 -1.058 0.861 -0.178
N -0.1588 -0.1751 -0.0240 4.129 -5.510 0.588
N -1.4639 -0.0780 -0.0262 -0.953 0.698 -0.257
H -1.8761 0.7922 0.2849 0.161 -0.092 0.015
H 2.4761 1.1241 -0.3644 -0.618 0.056 0.134
H -1.8950 -0.9640 0.1983 0.249 0.110 0.092
```
Forces are in eV/Å.

Values from the calculation:
Strongest force on any atom: 6.91 eV/Å
Highest occupied orbital energy: -0.34830 hartree
Relative energy (zero: lowest compared OMol25 entry of this formula, charge and spin): 63.2 kcal per mole
Kohn-Sham gap: 10.134 eV
E_LUMO: 0.7 eV

=====

ORCA calculation (ωB97M-V/def2-TZVPD) on a cluster of 2 separate species, H3N3O2 in total.

```
8
Properties=species:S:1:pos:R:3:forces:R:3
O 1.1392 -1.0414 0.3953 0.513 -3.237 -0.714
O -2.2355 0.5231 0.4314 -0.614 -2.519 -1.610
N -2.3759 -0.4455 -0.2134 0.290 2.398 1.646
N 0.5908 -0.3114 -0.6509 0.220 -2.310 -1.695
N 0.3534 0.8482 -0.1118 -0.005 0.304 2.311
H 0.4673 1.6176 -0.7094 0.299 1.108 -0.757
H 0.7988 0.8329 0.8040 -0.170 1.107 0.033
H 1.2618 -2.0234 0.0549 -0.533 3.150 0.786
```
Forces are in eV/Å.

Values from the calculation:
Strongest force on any atom: 3.35 eV/Å
Highest occupied orbital energy (alpha / beta): -0.27066 / -0.30484 hartree
Relative energy (zero: lowest compared OMol25 entry of this formula, charge and spin): 40.4 kcal per mole
Kohn-Sham gap (alpha / beta): 8.073 / 8.343 eV
E_LUMO (alpha / beta): 0.7 / 0.0 eV

=====

ORCA calculation (ωB97M-V/def2-TZVPD) on an isolated molecule of H3N3O2.

```
8
Properties=species:S:1:pos:R:3:forces:R:3
O 1.7509 0.3413 0.0657 -4.178 -0.682 -2.704
O 0.7056 0.7347 -1.8920 0.112 -0.374 0.161
N -0.4494 -0.2412 -0.3344 0.071 0.209 -1.382
N -0.6422 -0.5610 0.9404 -3.688 2.147 2.921
N 0.7028 0.2965 -0.7655 3.614 1.698 2.021
H -1.0143 0.2752 1.5835 1.274 -1.964 -1.960
H 0.2091 -0.8289 1.2816 2.619 -1.089 1.449
H -1.2625 -0.0167 -0.8793 0.176 0.056 -0.506
```
Forces are in eV/Å.

Values from the calculation:
Strongest force on any atom: 5.17 eV/Å
Highest occupied orbital energy: -0.37101 hartree
Relative energy (zero: lowest compared OMol25 entry of this formula, charge and spin): 18.9 kcal per mole
Kohn-Sham gap: 10.365 eV
E_LUMO: 0.3 eV

=====

ORCA calculation (ωB97M-V/def2-TZVPD) on a cluster of 2 separate species, H3N3O3 in total.

```
9
Properties=species:S:1:pos:R:3:forces:R:3
O -0.3448 -1.5171 -0.1595 -0.341 0.148 -0.133
O -2.8507 -0.7766 0.1293 -1.465 1.808 -0.851
O -2.2661 1.4113 -0.3055 -1.750 -2.317 0.375
N -0.2993 -0.4342 0.6511 -0.710 2.697 0.977
N -2.2036 0.2448 0.0510 3.782 0.207 0.643
N 0.6013 0.5532 0.3269 0.390 -1.255 -2.477
H -1.2766 -1.8623 0.0759 1.586 0.531 -0.357
H 0.5514 1.4609 0.7829 -0.764 -0.879 0.677
H 0.8897 0.7410 -0.6713 -0.728 -0.941 1.146
```
Forces are in eV/Å.

Values from the calculation:
Strongest force on any atom: 3.84 eV/Å
Highest occupied orbital energy (alpha / beta): -0.31730 / -0.29925 hartree
Relative energy (zero: lowest compared OMol25 entry of this formula, charge and spin): 125.9 kcal per mole
Kohn-Sham gap (alpha / beta): 8.931 / 8.016 eV
E_LUMO (alpha / beta): 0.3 / -0.1 eV

=====

ORCA calculation (ωB97M-V/def2-TZVPD) on an isolated molecule of H3N3O3S.

```
10
Properties=species:S:1:pos:R:3:forces:R:3
S 1.0562 -0.3308 -0.1577 -1.997 1.506 1.247
O 1.5515 -0.6555 -1.4476 -0.482 -0.136 0.336
O 1.6389 -0.7597 1.0597 0.866 -0.245 0.126
O -2.6779 -0.3316 -0.0636 -1.732 -0.014 -0.016
N -1.5252 -0.0524 -0.3616 -1.086 1.759 -0.881
N -0.5987 -0.8686 0.0453 1.470 -4.959 3.118
N 0.7595 1.3102 -0.1067 0.472 -0.184 0.271
H -0.0319 1.4835 -0.7586 0.869 0.575 0.999
H 0.8267 1.8128 0.8332 -0.577 -1.339 -1.928
H -0.9990 -1.6079 0.9576 2.197 3.039 -3.272
```
Forces are in eV/Å.

Values from the calculation:
Strongest force on any atom: 6.04 eV/Å
Highest occupied orbital energy (alpha / beta): -0.28631 / -0.39743 hartree
2S+1: 3
Relative energy (zero: lowest compared OMol25 entry of this formula, charge and spin): 0.0 kcal per mole
Kohn-Sham gap (alpha / beta): 8.247 / 8.456 eV
E_LUMO (alpha / beta): 0.5 / -2.4 eV

=====

ORCA calculation (ωB97M-V/def2-TZVPD) on a cluster of 2 separate species, H3N3O4 in total.

```
10
Properties=species:S:1:pos:R:3:forces:R:3
O -2.5311 -1.1269 0.0571 -0.340 -0.496 0.220
O -0.0976 1.6397 -0.9300 1.928 0.507 -2.805
O -1.6974 1.6991 0.4386 -1.094 0.062 1.012
O -1.3270 -0.8508 -0.3676 0.275 -1.011 -0.475
N -0.6324 1.2969 0.0689 0.127 0.166 1.624
N 0.0467 0.4287 0.9382 -1.625 0.152 2.000
N 1.1709 0.0289 0.4665 -0.455 -1.108 2.802
H 1.5157 -0.8250 0.9159 0.013 0.696 -0.632
H -3.1123 -0.9819 -0.7050 -0.239 0.412 -0.082
H 1.3097 0.3539 -0.4150 1.411 0.620 -3.665
```
Forces are in eV/Å.

Values from the calculation:
Strongest force on any atom: 3.98 eV/Å
Highest occupied orbital energy (alpha / beta): -0.32282 / -0.40139 hartree
Relative energy (zero: lowest compared OMol25 entry of this formula, charge and spin): 21.2 kcal per mole
Kohn-Sham gap (alpha / beta): 7.880 / 9.971 eV
E_LUMO (alpha / beta): -0.9 / -1.0 eV

=====

- Number 5 is which compound?
  H3N3O3S

=====

- The highest relative energy (zero: lowest compared OMol25 entry of this formula, charge and spin) belongs to which entry?
  H3N3O3

=====

Please write out number 5 again, unchanged.
ORCA calculation (ωB97M-V/def2-TZVPD) on an isolated molecule of H3N3O3S.

```
10
Properties=species:S:1:pos:R:3:forces:R:3
S 1.0562 -0.3308 -0.1577 -1.997 1.506 1.247
O 1.5515 -0.6555 -1.4476 -0.482 -0.136 0.336
O 1.6389 -0.7597 1.0597 0.866 -0.245 0.126
O -2.6779 -0.3316 -0.0636 -1.732 -0.014 -0.016
N -1.5252 -0.0524 -0.3616 -1.086 1.759 -0.881
N -0.5987 -0.8686 0.0453 1.470 -4.959 3.118
N 0.7595 1.3102 -0.1067 0.472 -0.184 0.271
H -0.0319 1.4835 -0.7586 0.869 0.575 0.999
H 0.8267 1.8128 0.8332 -0.577 -1.339 -1.928
H -0.9990 -1.6079 0.9576 2.197 3.039 -3.272
```
Forces are in eV/Å.

Values from the calculation:
Strongest force on any atom: 6.04 eV/Å
Highest occupied orbital energy (alpha / beta): -0.28631 / -0.39743 hartree
2S+1: 3
Relative energy (zero: lowest compared OMol25 entry of this formula, charge and spin): 0.0 kcal per mole
Kohn-Sham gap (alpha / beta): 8.247 / 8.456 eV
E_LUMO (alpha / beta): 0.5 / -2.4 eV

=====

- What is the formula in the sixth record?
  H3N3O4